This record from the Open Molecules 2025 dataset describes C3H17AsF6O5 as an isolated structure at a distorted geometry. The level of theory is ωB97M-V/def2-TZVPD.

## Properties
* F_max: 2.92 eV/A
* Kohn-Sham gap (alpha / beta): 10.56 / 4.08 eV
* charge: +1
* 2S+1: 2
* electronic energy: -3335.36971 hartree
* molar mass: 322.07 Da

Element x y z (Å)
1 As -8.02 -10.27 8.63
2 F -8.84 -8.67 8.74
3 F -6.85 -9.68 9.78
4 F -9.04 -11.04 9.94
5 F -6.83 -9.65 7.33
6 F -7.19 -11.82 8.58
7 F -9.19 -10.90 7.38
8 O -7.21 -15.34 6.49
9 O -10.70 -15.75 10.47
10 O -7.79 -12.79 12.07
11 O -6.93 -15.45 9.29
12 O -8.89 -13.99 10.16
13 C -8.18 -14.29 6.55
14 C -9.64 -14.89 6.48
15 C -7.95 -13.27 5.38
16 H -11.48 -16.12 10.06
17 H -5.98 -15.31 9.33
18 H -10.31 -14.06 6.71
19 H -7.08 -15.85 8.44
20 H -8.61 -12.43 5.61
21 H -7.21 -15.69 5.59
22 H -7.83 -11.85 12.21
23 H -8.25 -14.64 9.88
24 H -9.95 -15.04 5.44
25 H -8.32 -13.76 4.48
26 H -8.61 -13.40 10.87
27 H -10.49 -16.35 11.19
28 H -6.88 -13.03 12.28
29 H -9.72 -14.43 10.34
30 H -6.93 -12.89 5.39
31 H -9.79 -15.81 7.04
32 H -7.99 -13.79 7.50

=====

This record from the Open Molecules 2025 dataset describes C36H30CoN8OSe as an isolated structure. The level of theory is ωB97M-V/def2-TZVPD.

## Properties
* F_max: 0.29 eV/A
* Kohn-Sham gap: 6.63 eV
* charge: +1
* 2S+1: 1
* electronic energy: -5687.23140 hartree
* molar mass: 728.58 Da

Element x y z (Å)
1 Se -5.30 -4.56 2.29
2 Co 0.06 0.12 -0.15
3 O 1.55 -1.27 -0.48
4 N 3.57 -0.23 -0.65
5 N -0.37 -0.92 1.49
6 N -3.99 -3.68 3.10
7 N -4.78 -4.06 0.66
8 N 0.40 1.18 -1.85
9 N 1.37 1.38 0.60
10 N -1.15 -1.30 -0.94
11 N 3.34 -2.48 -1.06
12 C -3.13 3.32 1.48
13 C -2.13 2.79 2.24
14 C 2.84 2.84 1.53
15 C -0.02 1.14 -3.26
16 C -4.39 3.37 -0.61
17 C -1.48 -1.67 1.37
18 C -3.86 1.87 -2.39
19 C -1.34 -1.68 -2.20
20 C -1.92 -1.88 0.00
21 C 1.61 -0.73 -3.80
22 C -1.51 -2.18 3.70
23 C 1.15 0.93 -5.46
24 C 2.46 -1.38 -4.69
25 C -1.27 1.82 1.69
26 C 4.73 -2.66 -1.43
27 C -1.38 1.35 0.41
28 C -3.73 -3.31 0.82
29 C -3.33 2.85 0.17
30 C -2.36 -2.54 -2.58
31 C -4.66 2.91 -1.86
32 C -2.48 1.84 -0.37
33 C -2.09 -2.31 2.44
34 C 0.21 -0.87 2.68
35 C -0.33 -1.49 3.81
36 C 0.94 0.43 -4.18
37 C -2.82 1.37 -1.67
38 C 1.18 2.19 -1.61
39 C 2.78 -1.31 -0.71
40 C 2.66 -0.87 -5.97
41 C 2.05 1.71 1.72
42 C -2.98 -2.73 -0.30
43 C -3.28 -3.10 2.17
44 C 2.00 0.29 -6.35
45 C -3.22 -3.04 -1.63
46 C 1.73 2.34 -0.32
47 C 2.63 3.25 0.21
48 H -0.65 -1.30 -2.93
49 H 1.99 1.16 2.64
50 H 5.40 -2.46 -0.59
51 H -2.47 -2.79 -3.63
52 H -1.98 -2.66 4.55
53 H 3.07 4.10 -0.29
54 H 0.18 -1.39 4.76
55 H 3.18 0.64 -0.31
56 H -5.01 4.15 -0.17
57 H -1.02 0.71 -3.34
58 H 2.70 -3.26 -1.12
59 H -4.08 1.47 -3.37
60 H 0.64 1.84 -5.77
61 H 2.97 -2.28 -4.38
62 H -0.47 1.48 2.34
63 H -4.05 -3.69 -1.89
64 H 4.57 -0.30 -0.75
65 H 1.48 -1.12 -2.81
66 H -5.48 3.32 -2.44
67 H -0.14 2.17 -3.62
68 H 3.48 3.29 2.27
69 H -3.78 4.09 1.87
70 H 5.01 -2.02 -2.27
71 H 2.15 0.70 -7.34
72 H -1.98 3.12 3.26
73 H -2.25 0.57 -2.08
74 H 1.44 2.89 -2.39
75 H 1.13 -0.33 2.75
76 H 3.32 -1.37 -6.66
77 H 4.88 -3.69 -1.73

=====

This record from the Open Molecules 2025 dataset describes C2H5BrN4 as an isolated structure at a distorted geometry. The level of theory is ωB97M-V/def2-TZVPD.

## Properties
* F_max: 5.63 eV/A
* Kohn-Sham gap (alpha / beta): 8.28 / 8.28 eV
* 2S+1: 1
* electronic energy: -2872.00861 hartree
* molar mass: 164.99 Da

Element x y z (Å)
1 Br -0.87 -2.47 0.32
2 N 0.72 -2.14 -0.55
3 N -0.29 1.19 -0.99
4 N -1.32 1.68 -0.19
5 N -0.82 0.94 0.85
6 C 0.20 0.49 0.02
7 C 1.38 -0.28 0.18
8 H 0.68 -1.61 -1.38
9 H -2.24 1.57 -0.62
10 H 2.10 0.02 -0.55
11 H 1.63 -0.59 1.08
12 H -1.15 1.19 1.83

=====

This record from the Open Molecules 2025 dataset describes C5H11N4O as an isolated structure at a distorted geometry. The level of theory is ωB97M-V/def2-TZVPD.

## Properties
* F_max: 1.18 eV/A
* Kohn-Sham gap: 10.37 eV
* charge: +1
* 2S+1: 1
* electronic energy: -491.11767 hartree
* molar mass: 143.17 Da

Element x y z (Å)
1 O -0.36 1.63 -1.32
2 N 1.49 0.74 -0.19
3 N -2.40 -0.72 -0.27
4 N -0.84 0.67 0.97
5 N 0.84 -1.42 0.01
6 C -0.02 -0.78 -0.98
7 C 2.02 -0.58 0.11
8 C -1.47 -1.24 -0.92
9 C -2.25 0.39 0.58
10 C 0.21 0.68 -0.61
11 H 2.81 -0.82 -0.62
12 H 2.44 -0.63 1.12
13 H -2.67 1.27 0.08
14 H -2.85 0.20 1.48
15 H 1.04 -2.39 -0.18
16 H -1.72 -2.09 -1.53
17 H -0.74 1.52 1.50
18 H 0.33 -0.91 -2.02
19 H 1.95 1.58 0.13
20 H -0.46 -0.13 1.48
21 H 0.08 2.49 -1.23

=====

This record from the Open Molecules 2025 dataset describes C28H36EuN2O4P as an isolated structure at a distorted geometry. The level of theory is ωB97M-V/def2-TZVPD.

## Properties
* F_max: 5.15 eV/A
* Kohn-Sham gap (alpha / beta): 4.03 / 4.31 eV
* charge: +1
* 2S+1: 8
* electronic energy: -2550.15409 hartree
* molar mass: 647.54 Da

Element x y z (Å)
1 Eu 9.55 -4.44 15.66
2 P 6.06 -2.80 15.97
3 O 10.89 -6.93 17.13
4 O 8.51 -5.52 17.38
5 O 11.64 -3.47 16.99
6 O 11.39 -5.97 14.81
7 N 7.40 -7.50 17.80
8 N 12.23 -7.87 13.91
9 C 9.43 -0.85 17.06
10 C 4.88 -0.73 14.47
11 C 8.71 -3.77 12.38
12 C 7.56 0.62 17.39
13 C 8.53 -6.78 17.69
14 C 12.44 -9.32 14.00
15 C 2.50 -0.70 14.12
16 C 8.22 -2.46 12.58
17 C 8.52 -1.83 16.66
18 C 2.36 -1.72 15.08
19 C 12.88 -2.60 15.08
20 C 7.01 -3.27 14.51
21 C 6.65 -0.37 17.09
22 C 3.76 -0.24 13.79
23 C 4.75 -1.87 15.25
24 C 7.34 -8.93 18.06
25 C 7.45 -2.20 13.69
26 C 7.36 -4.60 14.21
27 C 7.13 -1.60 16.64
28 C 6.17 -6.80 17.47
29 C 11.72 -7.18 14.93
30 C 3.47 -2.34 15.63
31 C 8.26 -4.84 13.18
32 C 8.95 0.43 17.39
33 C 11.54 -7.87 16.26
34 C 12.50 -7.21 12.63
35 C 12.74 -2.60 16.60
36 C 9.88 -7.46 18.02
37 H 12.70 -9.61 15.00
38 H 12.85 -3.65 14.73
39 H 13.69 -2.94 17.04
40 H 7.33 -1.18 13.97
41 H 12.57 -1.60 16.98
42 H 9.44 -3.98 11.60
43 H 8.68 -5.88 13.02
44 H 11.56 -3.53 17.95
45 H 7.30 -9.52 17.12
46 H 12.25 -6.15 12.70
47 H 5.83 -0.21 14.39
48 H 13.59 -7.25 12.42
49 H 10.17 -7.20 19.06
50 H 6.45 -9.12 18.67
51 H 12.51 -8.17 16.64
52 H 5.58 -0.16 17.20
53 H 9.77 -8.55 17.95
54 H 1.62 -0.27 13.68
55 H 12.05 -2.04 14.63
56 H 9.59 1.31 17.58
57 H 3.33 -3.21 16.25
58 H 11.92 -7.65 11.79
59 H 3.96 0.50 13.00
60 H 8.46 -1.60 11.89
61 H 10.48 -1.11 17.19
62 H 5.95 -6.81 16.36
63 H 11.47 -9.80 13.73
64 H 5.28 -7.30 17.97
65 H 1.40 -2.07 15.43
66 H 6.24 -5.77 17.75
67 H 8.26 -9.26 18.61
68 H 13.85 -2.18 14.79
69 H 7.16 1.56 17.72
70 H 10.95 -8.81 16.11
71 H 13.21 -9.59 13.23
72 H 6.94 -5.41 14.78

=====

This record from the Open Molecules 2025 dataset describes a 7-piece molecular cluster, C21H56O21S7 overall at a distorted geometry. The level of theory is ωB97M-V/def2-TZVPD.

## Properties
* F_max: 4.41 eV/A
* Kohn-Sham gap: 10.18 eV
* 2S+1: 1
* electronic energy: -5200.79785 hartree
* molar mass: 869.13 Da
* SMILES string: CCOS(C)(=O)=O.CCOS(C)(=O)=O.CCOS(C)(=O)=O.CCOS(C)(=O)=O.CCOS(C)(=O)=O.CCOS(C)(=O)=O.CCOS(C)(=O)=O

Element x y z (Å)
1 S 0.74 -4.91 4.09
2 S -3.43 2.97 0.21
3 S 5.16 -0.04 -7.34
4 S -0.77 -2.30 -1.10
5 S 0.25 2.77 -4.63
6 S -1.24 2.07 3.86
7 S 4.35 1.62 3.08
8 O 2.05 -4.41 3.60
9 O 0.34 -2.87 -0.37
10 O -3.10 4.35 0.39
11 O 0.02 2.77 4.17
12 O -1.58 -1.26 0.00
13 O 0.27 4.37 -4.38
14 O -0.18 2.06 -3.41
15 O 1.56 2.33 -5.10
16 O 5.40 0.86 -8.46
17 O -4.46 2.86 -1.02
18 O -1.72 -3.10 -1.82
19 O -3.96 2.11 1.29
20 O 1.02 -6.17 5.11
21 O 3.77 0.30 2.20
22 O 3.46 2.75 2.88
23 O 6.13 -1.12 -7.15
24 O -1.74 1.18 5.08
25 O -0.30 -4.05 4.66
26 O -1.40 1.32 2.62
27 O 3.63 -0.65 -7.44
28 O 5.73 1.63 2.73
29 C 0.03 -1.21 -2.30
30 C -2.22 -2.93 1.69
31 C -2.87 0.33 4.91
32 C 2.24 -6.85 4.87
33 C -6.24 4.11 0.03
34 C 1.90 -1.35 2.20
35 C -2.58 3.39 4.19
36 C 3.19 -1.79 -6.62
37 C 0.46 6.66 -5.39
38 C 2.43 0.07 2.28
39 C -2.00 2.04 -0.65
40 C -3.69 0.17 6.31
41 C 0.18 -5.82 2.51
42 C -2.60 -1.70 0.93
43 C 2.10 -8.12 5.65
44 C -1.02 2.73 -5.93
45 C 1.79 -1.57 -5.99
46 C 4.91 0.87 -5.78
47 C -5.84 2.83 -0.74
48 C 3.99 1.06 4.85
49 C 1.09 5.24 -5.20
50 H -0.43 6.77 -6.01
51 H -0.10 -5.22 1.65
52 H -2.42 -0.59 4.52
53 H -2.64 3.91 3.23
54 H 1.08 -1.38 -6.79
55 H 2.96 -8.74 5.39
56 H 4.10 -0.02 4.87
57 H 3.04 -2.56 -7.38
58 H -3.56 2.95 4.35
59 H -2.58 1.16 -0.92
60 H -3.13 0.01 7.23
61 H -4.41 -0.62 6.09
62 H 3.11 -6.26 5.16
63 H -3.51 0.87 4.21
64 H -6.27 5.02 -0.57
65 H 1.84 -0.72 -5.30
66 H 1.47 -2.48 -5.49
67 H -0.68 -6.36 2.90
68 H -5.68 4.27 0.95
69 H 2.27 -2.11 1.51
70 H -6.37 2.78 -1.69
71 H 0.59 7.26 -4.49
72 H -3.52 -1.87 0.37
73 H -3.04 -3.18 2.36
74 H -1.76 2.64 -1.54
75 H 3.03 1.22 5.35
76 H 2.34 -7.13 3.82
77 H -1.13 1.66 -6.11
78 H -1.23 -2.84 2.14
79 H -6.24 1.96 -0.22
80 H -1.99 -3.87 1.17
81 H -0.73 -0.67 -2.86
82 H 5.13 0.17 -4.97
83 H 0.71 -1.74 -2.97
84 H 3.86 1.14 -5.77
85 H 1.08 7.23 -6.08
86 H 4.87 1.32 5.44
87 H 0.89 -6.60 2.26
88 H -2.69 -0.80 1.54
89 H -2.32 3.99 5.06
90 H 3.81 -2.05 -5.76
91 H 2.02 0.57 1.40
92 H -0.61 3.30 -6.77
93 H 5.61 1.70 -5.85
94 H 2.08 0.61 3.16
95 H 2.10 5.33 -4.78
96 H -1.14 1.88 -0.01
97 H 2.21 -8.09 6.74
98 H 0.83 -1.36 2.01
99 H 1.34 4.86 -6.19
100 H 1.23 -8.65 5.27
101 H 0.71 -0.63 -1.67
102 H -7.23 3.85 0.41
103 H -1.82 3.35 -5.53
104 H -4.19 1.12 6.47
105 H 1.85 -1.97 3.09

=====

This record from the Open Molecules 2025 dataset describes one molecule with the formula C4H4O3. The level of theory is ωB97M-V/def2-TZVPD.

## Properties
* F_max: 0.89 eV/A
* Kohn-Sham gap: 10.19 eV
* 2S+1: 1
* electronic energy: -380.45249 hartree
* molar mass: 100.07 Da
* SMILES string: O=CC1(C=O)CO1

Element x y z (Å)
1 O -0.48 -1.28 -0.77
2 O -1.97 0.84 0.73
3 O 1.77 1.47 -0.86
4 C 1.38 0.33 -0.75
5 C -0.30 -1.21 0.61
6 C -0.94 1.09 0.15
7 C 0.03 -0.03 -0.21
8 H 1.98 -0.54 -1.08
9 H -1.24 -0.96 1.11
10 H -0.65 2.13 -0.04
11 H 0.42 -1.85 1.10

=====

This record from the Open Molecules 2025 dataset describes a 2-piece molecular cluster, C6H8N2O2 overall at a distorted geometry. The level of theory is ωB97M-V/def2-TZVPD.

## Properties
* F_max: 5.81 eV/A
* Kohn-Sham gap: 9.22 eV
* 2S+1: 1
* electronic energy: -493.34199 hartree
* molar mass: 140.14 Da
* SMILES string: O=c1cc[nH]c(=O)[nH]1.C=C

Element x y z (Å)
1 O 1.86 -2.23 -0.73
2 O -1.58 -1.58 2.39
3 N 0.29 -1.71 0.98
4 N 0.38 -0.60 -1.08
5 C 1.05 1.68 0.38
6 C 0.07 2.06 -0.42
7 C 0.91 -1.57 -0.29
8 C -1.55 -0.34 0.23
9 C -0.81 -0.01 -0.81
10 C -1.04 -1.30 1.29
11 H -0.60 2.94 -0.29
12 H 1.73 0.94 0.28
13 H -1.21 0.62 -1.65
14 H 0.82 -0.51 -2.05
15 H -2.61 0.00 0.35
16 H 0.02 1.48 -1.40
17 H 1.52 2.38 1.18
18 H 0.75 -2.27 1.67

=====

This record from the Open Molecules 2025 dataset describes one molecule with the formula C7H12S at a distorted geometry. The level of theory is ωB97M-V/def2-TZVPD.

## Properties
* F_max: 4.59 eV/A
* Kohn-Sham gap: 9.84 eV
* 2S+1: 1
* electronic energy: -671.98092 hartree
* molar mass: 128.24 Da
* SMILES string: C=C1C[C@H]1C[C@@H](C)S

Element x y z (Å)
1 S 1.39 2.14 1.03
2 C 1.21 0.30 0.67
3 C 2.42 -0.65 0.62
4 C -2.96 -0.72 -1.44
5 C -0.96 0.72 -0.41
6 C -2.18 -0.12 -0.65
7 C 0.49 0.24 -0.74
8 C -1.92 0.42 0.71
9 H 2.85 -0.40 1.60
10 H -2.63 1.23 1.17
11 H 0.58 -0.76 -1.09
12 H 0.48 -0.01 1.32
13 H -2.80 -0.91 -2.45
14 H 2.21 2.24 0.00
15 H -3.83 -1.24 -0.98
16 H 2.22 -1.68 0.70
17 H 3.07 -0.35 -0.22
18 H 0.85 0.82 -1.56
19 H -1.63 -0.26 1.47
20 H -1.09 1.69 -0.99

=====

This record from the Open Molecules 2025 dataset describes an isolated ion of composition C6H12NO and charge -1 at a distorted geometry. The level of theory is ωB97M-V/def2-TZVPD.

## Properties
* F_max: 4.47 eV/A
* Kohn-Sham gap: 5.70 eV
* charge: -1
* 2S+1: 1
* electronic energy: -365.70266 hartree
* molar mass: 114.17 Da
* SMILES string: C/C=C/C[C@H](N)C[O-]

Element x y z (Å)
1 O 1.51 -2.77 -1.03
2 N 2.71 -0.25 -0.11
3 C 0.44 0.62 -0.52
4 C -1.07 0.53 -0.12
5 C -2.79 0.85 1.60
6 C 1.08 -1.61 -1.42
7 C 1.28 -0.61 -0.22
8 C -1.55 1.19 0.97
9 H 0.10 -1.42 -1.79
10 H -1.62 -0.25 -0.57
11 H -0.89 2.04 1.43
12 H -2.82 -0.14 2.24
13 H 0.92 -1.23 0.71
14 H 0.34 1.21 -1.53
15 H 0.88 1.48 -0.05
16 H -2.99 1.51 2.51
17 H 3.13 0.33 -0.86
18 H -3.59 0.86 0.85
19 H 3.17 -1.18 0.14
20 H 1.76 -1.19 -2.21

=====

This record from the Open Molecules 2025 dataset describes C32H30FMnN4O4 as an isolated structure. The level of theory is ωB97M-V/def2-TZVPD.

## Properties
* F_max: 0.37 eV/A
* Kohn-Sham gap (alpha / beta): 7.61 / 7.62 eV
* charge: +2
* 2S+1: 5
* electronic energy: -3007.82975 hartree
* molar mass: 608.55 Da

Element x y z (Å)
1 Mn 1.61 -1.06 -2.55
2 F -1.72 -2.37 3.20
3 O 2.01 2.94 -2.10
4 O 3.53 -1.49 -1.78
5 O 0.55 -0.84 -0.87
6 O 2.23 0.75 -2.44
7 N -0.06 2.54 1.36
8 N 1.16 -0.95 -4.57
9 N -2.74 -0.03 7.62
10 N -2.04 -0.19 4.88
11 C 1.72 -5.36 -2.54
12 C 1.14 0.25 -6.67
13 C 0.96 1.49 -0.57
14 C -1.62 -0.94 7.15
15 C -1.03 1.17 3.15
16 C 0.46 0.22 -0.19
17 C 0.31 1.31 -4.64
18 C -1.44 -0.06 3.62
19 C -1.90 -1.36 5.71
20 C 0.06 2.45 -5.36
21 C 1.80 -2.07 -6.59
22 C -0.22 0.16 1.10
23 C 1.55 -2.06 -5.21
24 C 1.62 -0.92 -7.30
25 C 1.53 -4.06 -2.07
26 C -1.26 -1.18 2.78
27 C 1.89 -5.59 -3.90
28 C -1.64 4.18 2.68
29 C -0.28 4.26 3.33
30 C -0.41 3.86 1.90
31 C -0.46 1.31 1.87
32 C -3.11 0.69 5.30
33 C 0.64 2.57 0.21
34 C 1.51 -3.01 -2.97
35 C -2.89 1.17 6.72
36 C -0.65 -1.09 1.58
37 C 1.87 -4.54 -4.80
38 C 0.87 1.44 -7.38
39 C 1.67 -3.24 -4.34
40 C 0.89 0.19 -5.28
41 C 1.78 1.79 -1.80
42 C 0.35 2.52 -6.73
43 H -2.31 3.38 2.95
44 H -0.13 4.61 1.17
45 H 0.06 1.25 -3.59
46 H 1.08 1.47 -8.44
47 H 2.04 -6.60 -4.26
48 H 1.72 -6.19 -1.85
49 H 1.99 -4.74 -5.86
50 H -0.52 -1.97 0.96
51 H -1.08 -1.98 5.37
52 H 2.14 -2.97 -7.07
53 H 0.01 3.51 4.06
54 H -1.97 1.75 6.82
55 H -3.61 -0.56 7.62
56 H -3.73 1.75 7.10
57 H 1.40 -3.89 -1.01
58 H 4.23 -0.84 -1.93
59 H -0.71 -0.35 7.22
60 H -4.08 0.17 5.25
61 H -2.57 0.26 8.58
62 H 3.90 -2.38 -1.88
63 H 0.14 5.23 3.53
64 H -1.11 2.02 3.80
65 H 1.83 -0.89 -8.37
66 H -3.18 1.55 4.64
67 H 0.15 3.44 -7.28
68 H -1.57 -1.78 7.83
69 H -2.14 5.10 2.43
70 H -2.81 -1.98 5.68
71 H -0.38 3.30 -4.86
72 H 0.96 3.54 -0.13

=====

This record from the Open Molecules 2025 dataset describes C13Cl4F5O4Sn as an isolated structure at a distorted geometry. The level of theory is ωB97M-V/def2-TZVPD.

## Properties
* F_max: 1.97 eV/A
* Kohn-Sham gap (alpha / beta): 4.88 / 4.89 eV
* charge: +1
* 2S+1: 1
* electronic energy: -3350.21772 hartree
* molar mass: 575.65 Da

Element x y z (Å)
1 Sn 0.07 1.78 -0.13
2 Cl -2.70 -2.17 -5.59
3 Cl -1.73 -3.25 -0.40
4 Cl -1.61 0.74 -5.26
5 Cl -2.84 -4.09 -3.20
6 F 0.08 2.85 2.95
7 F -0.61 -0.57 2.66
8 F 2.80 2.68 3.35
9 F 0.72 0.81 5.56
10 F 2.77 -0.87 3.67
11 O 2.02 0.86 1.03
12 O -0.87 1.28 -2.43
13 O -0.50 -0.54 -0.52
14 O 3.10 0.92 -2.07
15 C -2.14 -1.64 -4.09
16 C 2.38 1.56 3.90
17 C 1.44 0.46 2.04
18 C -1.12 -0.89 -1.54
19 C -1.69 -2.18 -1.73
20 C -1.64 -0.36 -3.95
21 C 1.09 1.07 4.32
22 C -2.19 -2.55 -2.97
23 C 2.25 1.57 -1.79
24 C 2.07 0.24 3.40
25 C -0.06 0.60 2.20
26 C 0.13 1.56 3.28
27 C -1.21 0.12 -2.68

=====

This record from the Open Molecules 2025 dataset describes one molecule with the formula C4H7NO. The level of theory is ωB97M-V/def2-TZVPD.

## Properties
* F_max: 0.72 eV/A
* Kohn-Sham gap: 10.51 eV
* 2S+1: 1
* electronic energy: -286.51821 hartree
* molar mass: 85.11 Da
* SMILES string: ON=C1CCC1

Element x y z (Å)
1 O -1.58 1.92 0.68
2 N -1.71 0.53 0.63
3 C -0.12 -1.36 -0.10
4 C -0.63 0.05 0.18
5 C 1.18 -0.70 -0.66
6 C 0.70 0.66 -0.10
7 H -0.72 -1.92 -0.81
8 H -2.37 2.21 1.16
9 H 0.05 -1.96 0.80
10 H 1.05 0.82 0.92
11 H 2.13 -1.06 -0.26
12 H 1.22 -0.76 -1.75
13 H 0.80 1.58 -0.69